# C4H13NO

2 unconnected molecules or ions with the total composition C4H13NO at a distorted geometry (the ωB97M-V functional and the def2-TZVPD basis, OMol25).

Atoms and positions in Å:
C (1.4304, 1.9156, 1.5054)
C (1.5169, 0.4258, 1.7030)
C (0.8561, -0.3530, 0.5674)
H (0.3866, 2.1755, 1.2867)
H (1.6480, 2.4359, 2.4357)
H (2.0327, 2.2542, 0.6587)
H (2.5552, 0.0806, 1.7994)
H (1.0566, 0.1576, 2.6576)
H (0.8548, -1.4351, 0.6991)
H (1.2843, -0.1190, -0.3974)
H (-0.2153, -0.1054, 0.5234)
N (-2.2865, -1.6485, -1.1319)
C (-1.3168, -1.1448, -2.0673)
O (-1.2883, 0.2624, -2.2484)
H (-2.1520, -1.2232, -0.2088)
H (-3.1966, -1.3337, -1.4486)
H (-1.5383, -1.5613, -3.0451)
H (-0.2985, -1.5155, -1.8870)
H (-1.3292, 0.7320, -1.4021)

total energy = -7896.093 eV
HOMO energy = -10.0 eV
2S+1 = 1
LUMO = 0.9 eV


# C72H192N12O30

18 unconnected molecules or ions with the total composition C72H192N12O30 at a distorted geometry (the ωB97M-V functional and the def2-TZVPD basis, OMol25).

Atoms and positions in Å:
O (-0.4347, -6.0662, -0.2689)
H (0.3923, -6.1536, -0.8240)
H (-0.8466, -5.3064, -0.6876)
O (0.6191, 2.7581, 5.4761)
H (-0.1988, 3.1529, 5.6033)
H (1.3197, 3.3685, 5.7188)
O (-2.1185, 3.8709, 5.5427)
H (-2.6183, 3.1288, 5.1675)
H (-2.2137, 4.7326, 5.1301)
O (-2.0541, -3.9837, -1.5612)
H (-1.7803, -3.3214, -0.9256)
H (-3.0158, -4.0450, -1.5266)
O (-3.1896, 1.2498, 5.5260)
H (-3.1871, 0.3009, 5.2701)
H (-3.8193, 1.3612, 6.2646)
O (1.1613, -4.9106, 1.9941)
H (0.8297, -5.5004, 1.3017)
H (2.0966, -5.0548, 1.9301)
C (1.8603, 5.7846, 1.1344)
O (1.8310, 5.1532, 2.4529)
C (2.9649, 4.4768, 2.9320)
C (3.4273, 5.3141, 4.0857)
N (2.4571, 5.3108, 5.1695)
C (2.9786, 6.0629, 6.3377)
C (3.0183, 7.5594, 6.1912)
O (1.7528, 7.9939, 5.8703)
C (1.7059, 9.3874, 5.4940)
H (2.7041, 6.5183, 1.1495)
H (0.9192, 6.3163, 1.0941)
H (2.0781, 5.1298, 0.2535)
H (3.7245, 4.4520, 2.0899)
H (2.6402, 3.4390, 3.1810)
H (3.6776, 6.3425, 3.6604)
H (4.4146, 4.9730, 4.4367)
H (1.5832, 5.7874, 4.9359)
H (4.0249, 5.7551, 6.5095)
H (2.3886, 5.8679, 7.1902)
H (3.7840, 7.9499, 5.4689)
H (3.2132, 8.0097, 7.1531)
H (0.6907, 9.5725, 5.1241)
H (2.5049, 9.6412, 4.7618)
H (1.9201, 10.0223, 6.3827)
C (4.3746, -7.1900, 2.0797)
O (4.1957, -6.1765, 1.0887)
C (4.1238, -6.7490, -0.1991)
C (3.8143, -5.7476, -1.3069)
N (2.4396, -5.3959, -1.5497)
C (2.1641, -4.9727, -2.9747)
C (1.8451, -6.0776, -3.9793)
O (3.0295, -6.7997, -4.3261)
C (3.6051, -6.4080, -5.5453)
H (5.1724, -7.8694, 1.7030)
H (3.4597, -7.8208, 2.2155)
H (4.6540, -6.6659, 2.9551)
H (3.3578, -7.5269, -0.1605)
H (5.0937, -7.1340, -0.4201)
H (4.1602, -6.2920, -2.1575)
H (4.5446, -4.8217, -1.1360)
H (2.0592, -4.5625, -1.0106)
H (2.9582, -4.3002, -3.3767)
H (1.2152, -4.5244, -2.8906)
H (1.3883, -5.8093, -4.8609)
H (1.2118, -6.8518, -3.5076)
H (4.5592, -6.8283, -5.6955)
H (3.7797, -5.3517, -5.5819)
H (3.0038, -6.6351, -6.3844)
C (4.7017, 1.8033, 0.4637)
O (5.0287, 2.5043, -0.6857)
C (4.8648, 3.9453, -0.6882)
C (5.2434, 4.4790, -2.1283)
N (6.6317, 4.2586, -2.3296)
C (7.0645, 4.5193, -3.6795)
C (8.5243, 4.3354, -3.9745)
O (8.6933, 4.2986, -5.3993)
C (8.6923, 2.8949, -5.8204)
H (5.2347, 2.1245, 1.3837)
H (4.9177, 0.6777, 0.2554)
H (3.6617, 1.9180, 0.7779)
H (5.5243, 4.3644, 0.1231)
H (3.8045, 4.2476, -0.5115)
H (5.0109, 5.5431, -2.0064)
H (4.6051, 3.9730, -2.8127)
H (6.7344, 3.3323, -2.0385)
H (6.7082, 5.5221, -3.9623)
H (6.3983, 3.9024, -4.2772)
H (9.0557, 3.4359, -3.4823)
H (9.1314, 5.1390, -3.5171)
H (7.7763, 2.3910, -5.4407)
H (9.6068, 2.4741, -5.4117)
H (8.5795, 2.8673, -6.9611)
C (-0.8700, -3.0774, -5.6688)
O (-0.4022, -1.8464, -5.3132)
C (0.7340, -1.9540, -4.4826)
C (1.4809, -0.6545, -4.3341)
N (0.7741, 0.3128, -3.5241)
C (1.4456, 1.6268, -3.5799)
C (0.7809, 2.6412, -2.5971)
O (-0.3469, 3.1558, -3.2608)
C (-1.2559, 3.7891, -2.3487)
H (-0.0889, -3.7889, -6.0099)
H (-1.5349, -2.9991, -6.5211)
H (-1.2848, -3.6141, -4.7658)
H (1.3445, -2.6987, -4.9331)
H (0.3706, -2.3999, -3.6026)
H (1.6763, -0.2010, -5.3282)
H (2.4054, -0.9453, -3.8594)
H (-0.1909, 0.3775, -3.8368)
H (1.4852, 2.0428, -4.5577)
H (2.5115, 1.3814, -3.3041)
H (1.4390, 3.4040, -2.2424)
H (0.3202, 2.1289, -1.7079)
H (-2.1068, 4.0669, -2.9622)
H (-0.9208, 4.6944, -1.9264)
H (-1.6263, 3.0876, -1.5334)
C (3.5539, -4.4177, -10.2160)
O (3.2842, -3.2848, -9.4501)
C (2.3487, -3.4019, -8.3758)
C (2.4754, -2.2250, -7.4522)
N (3.5700, -2.3717, -6.4965)
C (4.3695, -1.1812, -6.2728)
C (5.3574, -1.1651, -5.1408)
O (6.3560, -2.1930, -5.1951)
C (5.8667, -3.3969, -4.5535)
H (2.6587, -4.7880, -10.7147)
H (3.8704, -5.2907, -9.5975)
H (4.3567, -4.2432, -10.9673)
H (2.5429, -4.3065, -7.7594)
H (1.3192, -3.4765, -8.7578)
H (1.4987, -2.0060, -7.0296)
H (2.6898, -1.3513, -8.1541)
H (4.2117, -3.1200, -6.6539)
H (3.7548, -0.2215, -6.1627)
H (4.9611, -0.9747, -7.1476)
H (4.8141, -1.2182, -4.1820)
H (5.8071, -0.1526, -5.1536)
H (6.2982, -4.2642, -5.0012)
H (4.7385, -3.5226, -4.7256)
H (6.0189, -3.2788, -3.4736)
C (-3.6055, 3.5579, -7.2150)
O (-2.8508, 2.9043, -6.2418)
C (-3.0019, 1.4669, -6.3561)
C (-2.1678, 0.7537, -5.2860)
N (-2.6123, 0.8626, -3.8893)
C (-4.0974, 0.9306, -3.8306)
C (-4.5068, 1.1047, -2.3652)
O (-4.0725, 2.4170, -1.9407)
C (-4.4654, 2.5870, -0.5931)
H (-4.5795, 3.0517, -7.4187)
H (-3.0735, 3.5858, -8.2341)
H (-3.7717, 4.5738, -6.8518)
H (-2.7597, 1.1926, -7.3734)
H (-4.0804, 1.1717, -6.3094)
H (-1.1736, 1.2084, -5.3584)
H (-1.9296, -0.3000, -5.5282)
H (-2.2835, 1.7009, -3.3295)
H (-4.4837, 0.0263, -4.1431)
H (-4.4847, 1.7641, -4.3937)
H (-3.9734, 0.3681, -1.7843)
H (-5.5592, 1.0356, -2.1861)
H (-4.1491, 1.7966, 0.1549)
H (-5.5963, 2.6006, -0.4568)
H (-4.1220, 3.5054, -0.2036)
C (-0.8357, -1.6038, 5.1027)
O (-2.1450, -1.4269, 5.5211)
C (-2.4108, -2.4267, 6.4664)
C (-3.6850, -2.0880, 7.2310)
N (-3.5667, -0.9622, 8.1056)
C (-4.8384, -0.3088, 8.5448)
C (-4.5682, 1.0237, 9.2521)
O (-4.1256, 1.9459, 8.2675)
C (-3.6454, 3.1393, 8.9246)
H (-0.6384, -0.9367, 4.2368)
H (-0.5789, -2.6265, 4.8508)
H (-0.1369, -1.2876, 5.8727)
H (-1.4980, -2.3165, 7.2124)
H (-2.3842, -3.4673, 6.1032)
H (-3.9889, -2.9235, 7.8669)
H (-4.4526, -1.9600, 6.4237)
H (-3.2125, -0.1644, 7.5850)
H (-5.3842, -0.9298, 9.2354)
H (-5.5275, -0.0635, 7.7302)
H (-3.7941, 0.8003, 9.9798)
H (-5.4806, 1.2356, 9.7266)
H (-4.1531, 3.3105, 9.8670)
H (-3.6861, 3.9589, 8.2117)
H (-2.5762, 3.0103, 9.1324)
C (7.2764, -1.7430, -0.8112)
O (6.3400, -1.6172, 0.2371)
C (6.3425, -2.6964, 1.2132)
C (5.0602, -2.7060, 1.9156)
N (4.9284, -1.6130, 2.9034)
C (3.7449, -1.7748, 3.7502)
C (3.8266, -0.8146, 4.8930)
O (3.4475, 0.4708, 4.4798)
C (3.7150, 1.4017, 5.4284)
H (7.2313, -0.7983, -1.2924)
H (7.0121, -2.6372, -1.4708)
H (8.3422, -1.8042, -0.4706)
H (7.1627, -2.5871, 1.9163)
H (6.4391, -3.6458, 0.5981)
H (4.9025, -3.6340, 2.4601)
H (4.2354, -2.6546, 1.2411)
H (4.7622, -0.7846, 2.4163)
H (3.8562, -2.8473, 4.0760)
H (2.8019, -1.7468, 3.2273)
H (4.8512, -0.7788, 5.2446)
H (3.1191, -1.1537, 5.6278)
H (3.2887, 1.0500, 6.3918)
H (3.1307, 2.3101, 5.1395)
H (4.8202, 1.6240, 5.6019)
C (-4.6906, 3.4395, 2.9463)
O (-4.4633, 2.2088, 2.2409)
C (-5.7091, 1.4603, 2.2909)
C (-5.4825, -0.0160, 1.9166)
N (-4.6695, -0.8990, 2.8133)
C (-4.7731, -2.2665, 2.3393)
C (-3.8795, -3.1500, 3.0242)
O (-2.5122, -2.9285, 2.7093)
C (-1.7289, -4.0758, 2.7931)
H (-4.1188, 4.2549, 2.6027)
H (-4.6796, 3.3067, 3.9865)
H (-5.7014, 3.7000, 2.7090)
H (-6.4207, 1.8910, 1.5121)
H (-6.1377, 1.5772, 3.3305)
H (-4.9840, -0.0205, 0.9022)
H (-6.4445, -0.4874, 1.6686)
H (-3.6968, -0.6340, 2.7049)
H (-4.4643, -2.2709, 1.2961)
H (-5.8308, -2.5907, 2.4741)
H (-4.1393, -4.1936, 2.9092)
H (-3.9963, -2.9995, 4.1051)
H (-1.6131, -4.3997, 3.8545)
H (-0.7189, -3.8921, 2.5110)
H (-2.0767, -4.8910, 2.1456)
C (-7.8093, 7.7888, 1.4172)
O (-7.0270, 7.2877, 2.4754)
C (-6.9241, 8.1737, 3.5689)
C (-6.2287, 7.6267, 4.7915)
N (-4.7763, 7.6610, 4.5434)
C (-3.8709, 7.4911, 5.7097)
C (-2.4973, 7.4664, 5.1068)
O (-2.4799, 6.3571, 4.1822)
C (-1.2783, 6.3306, 3.3909)
H (-8.8456, 7.9041, 1.8224)
H (-7.7226, 7.1045, 0.6204)
H (-7.5036, 8.7792, 1.0957)
H (-7.9278, 8.4647, 3.9394)
H (-6.4521, 9.1255, 3.3067)
H (-6.5591, 6.6107, 4.9706)
H (-6.4502, 8.2682, 5.6773)
H (-4.5210, 6.9654, 3.8674)
H (-4.0906, 6.6492, 6.3293)
H (-3.9422, 8.3648, 6.4235)
H (-1.6993, 7.3413, 5.8210)
H (-2.1763, 8.3839, 4.5798)
H (-1.1924, 7.3329, 2.9585)
H (-1.4127, 5.5183, 2.6455)
H (-0.4132, 6.2130, 4.0207)
C (-1.4964, 1.7167, 2.4567)
O (-1.7080, 0.5466, 1.6684)
C (-1.1829, 0.6035, 0.3427)
C (-1.5395, -0.7121, -0.2939)
N (-1.0859, -1.9941, 0.3262)
C (0.3298, -1.9352, 0.5815)
C (1.0740, -2.0267, -0.7678)
O (2.4316, -2.4175, -0.5494)
C (3.3793, -1.9301, -1.5319)
H (-1.9036, 1.4893, 3.4461)
H (-1.8475, 2.7163, 1.9385)
H (-0.4141, 1.9141, 2.6660)
H (-0.0367, 0.7088, 0.2693)
H (-1.6791, 1.4354, -0.1686)
H (-1.1909, -0.6836, -1.3519)
H (-2.6167, -0.6711, -0.2274)
H (-1.6452, -2.1828, 1.1766)
H (0.5663, -2.7136, 1.2401)
H (0.6143, -1.0422, 1.1350)
H (1.0779, -1.0225, -1.1954)
H (0.5721, -2.7153, -1.4336)
H (3.1280, -2.3821, -2.4712)
H (4.3903, -2.2300, -1.0993)
H (3.3397, -0.8621, -1.7029)
C (-4.9775, -2.5979, -2.5271)
O (-4.7821, -3.9482, -2.0386)
C (-4.5473, -4.9054, -3.1154)
C (-4.3703, -6.2697, -2.4573)
N (-4.4555, -7.3588, -3.4674)
C (-5.8269, -7.8505, -3.4366)
C (-6.0304, -8.7458, -4.6681)
O (-5.7022, -10.0193, -4.2623)
C (-5.5014, -10.9458, -5.2559)
H (-5.4276, -2.6110, -3.5420)
H (-4.0261, -2.0955, -2.6409)
H (-5.6289, -2.0377, -1.8758)
H (-3.6532, -4.6219, -3.7707)
H (-5.4386, -5.0358, -3.7536)
H (-5.1582, -6.4301, -1.7595)
H (-3.3640, -6.2951, -1.9422)
H (-3.9761, -8.1982, -3.1403)
H (-6.4870, -6.9710, -3.5644)
H (-6.0128, -8.4038, -2.5415)
H (-5.3514, -8.2161, -5.4353)
H (-7.0328, -8.7653, -5.0879)
H (-4.6781, -10.6790, -5.9292)
H (-6.3906, -11.1626, -5.8495)
H (-5.4022, -11.9142, -4.6881)

total energy = -157064.127 eV
HOMO energy = -8.6 eV
2S+1 = 1
LUMO = 0.6 eV